The following is a DFT calculation (ωB97M-V/def2-TZVPD) of a cluster of 2 separate species, C2H8O5Si in total.

- relative energy (zero: lowest compared OMol25 entry of this formula, charge and spin) (kcal/mol) = 155.13
- total charge = 0
- LUMO energy (eV) = 0.53
- HOMO energy (eV) = -8.941
- orbital gap (eV) = 9.5
- DFT total energy (eV) = -20316.503

Geometry (Å):
1 Si 0.147 -1.264 0.149
2 O 0.751 1.479 0.109
3 O 2.256 0.100 1.144
4 O -3.525 0.025 0.024
5 O -1.969 1.489 0.362
6 O 2.201 0.169 -1.087
7 C -2.268 0.282 -0.106
8 C 1.391 0.221 0.066
9 H 3.150 0.290 0.826
10 H 1.095 -2.370 0.366
11 H -0.668 -1.116 1.347
12 H 1.417 2.164 0.271
13 H 1.648 0.076 -1.866
14 H -4.032 0.750 0.446
15 H -0.426 -1.431 -1.183
16 H -1.006 1.634 0.291